[1]
A single C13H26N2O4 molecule, computed with the ωB97M-V functional and the def2-TZVPD basis.

Each line ends with the Löwdin charge.
Cartesian coordinates (Å):
O (-2.0591, 0.2349, -1.4115)  0.04
O (2.1517, -0.9321, -2.1307)  -0.21
O (-0.1681, -0.9818, 1.6537)  0.05
O (0.6572, 2.3657, 2.1337)  -0.22
N (-1.0752, -2.2499, 0.0259)  0.07
N (-0.9135, 1.6734, -0.1059)  0.09
C (-2.8122, 0.2699, 1.8947)  -0.18
C (0.1644, -2.4945, -0.6766)  -0.17
C (-1.9804, 0.9228, -0.4059)  -0.51
C (0.0600, -2.0909, -2.1478)  -0.15
C (-2.5561, -1.2172, 1.6387)  -0.09
C (1.6391, 1.8254, 1.2638)  -0.23
C (1.4179, 2.3841, -0.1401)  -0.14
C (-1.1505, -1.4434, 1.1011)  -0.50
C (0.3133, 1.6362, -0.8762)  -0.17
C (1.4390, -1.9609, -2.7825)  -0.24
C (0.6624, 1.7495, 3.3991)  -0.11
C (-3.1179, 1.0300, 0.6014)  -0.10
C (3.4346, -0.7301, -2.6563)  -0.11
H (-0.8285, 2.0986, 0.8086)  0.12
H (1.6227, 1.9025, 3.9060)  0.09
H (0.4763, 0.6743, 3.3048)  0.07
H (3.8897, 0.0682, -2.0733)  0.08
H (2.6388, 2.0985, 1.6354)  0.12
H (0.9332, -1.8966, -0.1819)  0.12
H (-3.3030, -1.6191, 0.9536)  0.12
H (2.3402, 2.2948, -0.7134)  0.11
H (-3.6593, 0.3817, 2.5756)  0.11
H (-3.2945, 2.0826, 0.8305)  0.12
H (0.6195, 0.5981, -1.0399)  0.10
H (3.3914, -0.4332, -3.7122)  0.09
H (1.9932, -2.9103, -2.6935)  0.13
H (-1.9297, 0.6920, 2.3786)  0.10
H (1.1625, 3.4418, -0.0514)  0.12
H (0.4317, -3.5548, -0.5880)  0.13
H (-4.0160, 0.6185, 0.1365)  0.12
H (-0.4615, -1.1341, -2.2128)  0.09
H (-1.9205, -2.4769, -0.4738)  0.14
H (-2.6230, -1.7600, 2.5852)  0.12
H (4.0476, -1.6370, -2.5734)  0.09
H (1.3391, -1.7257, -3.8536)  0.13
H (-0.1298, 2.2190, 3.9806)  0.09
H (1.5567, 0.7307, 1.2546)  0.11
H (0.1319, 2.0892, -1.8579)  0.13
H (-0.5153, -2.8337, -2.7037)  0.12

**Energy above the lowest of the compared OMol25 structures with the same formula, charge and spin**: 149.5 kJ/mol
**HOMO-LUMO gap**: 0.367 hartree
**SMILES**: COCCCNC(=O)CCCC(=O)NCCCOC
**Charge**: 0

***

[2]
C13H26NO8S as an isolated structure, computed with the ωB97M-V functional and the def2-TZVPD basis.

Each line ends with the Löwdin charge.
Cartesian coordinates (Å):
S (-3.4744, 3.3522, -0.2492)  0.59
O (6.4274, 2.1206, 1.0243)  -0.09
O (7.8505, 1.3067, 2.4348)  -0.08
O (-4.7950, 2.5021, -0.5334)  -0.18
O (-2.4633, 2.1498, -0.3719)  -0.15
O (-3.3031, 4.2571, -1.3218)  -0.21
O (2.4345, 0.4221, 1.5018)  -0.21
O (-3.4857, 3.7982, 1.1034)  -0.22
O (5.7998, 0.6169, 2.4462)  -0.09
N (6.6900, 1.3767, 1.9959)  -0.64
C (1.5894, -1.0777, -1.4032)  -0.21
C (-3.1251, 0.8660, -0.2215)  -0.30
C (-2.4618, 0.0507, 0.8673)  -0.12
C (3.1387, -0.7944, 1.6828)  -0.12
C (-4.5941, 1.2224, 0.0828)  -0.14
C (-3.0344, -1.3739, 0.9714)  -0.17
C (1.5355, 0.4398, -1.1777)  -0.20
C (3.0857, 1.3605, 0.6515)  -0.22
C (2.8991, 1.0644, -0.8455)  -0.17
C (-2.1840, -2.1864, -1.3872)  -0.20
C (0.3227, -1.7850, -0.9423)  -0.23
C (-2.4249, -2.4841, 0.0994)  -0.20
C (-0.9189, -1.3833, -1.7338)  -0.21
H (-3.0702, -1.6803, -1.7918)  0.10
H (-3.1032, -3.3402, 0.1638)  0.11
H (-3.0637, 0.3850, -1.1961)  0.13
H (0.4516, -2.8739, -1.0104)  0.12
H (-2.9275, -1.6856, 2.0132)  0.11
H (-5.2967, 0.5296, -0.3728)  0.13
H (3.6574, -0.7970, 2.6441)  0.08
H (2.6307, 2.3264, 0.8896)  0.12
H (4.1466, 1.4253, 0.9079)  0.08
H (-1.0912, -0.3090, -1.6233)  0.09
H (0.8609, 0.6357, -0.3360)  0.10
H (-2.1343, -3.1409, -1.9213)  0.11
H (3.8949, -0.9504, 0.9082)  0.09
H (1.0960, 0.9305, -2.0509)  0.11
H (3.0139, 2.0108, -1.3823)  0.11
H (0.1853, -1.5559, 0.1206)  0.10
H (-2.6334, 0.5800, 1.8091)  0.13
H (1.7746, -1.2922, -2.4635)  0.11
H (2.4123, -1.6150, 1.6499)  0.07
H (2.4361, -1.4928, -0.8527)  0.09
H (3.7099, 0.4201, -1.2032)  0.11
H (-4.7759, 1.3039, 1.1582)  0.14
H (-4.1182, -1.3313, 0.7948)  0.11
H (-0.6951, -1.5324, -2.7965)  0.12
H (-1.3800, 0.0440, 0.7118)  0.12
H (-1.4894, -2.8161, 0.5556)  0.10

**HOMO-LUMO gap**: 0.240 hartree
**Charge**: -1

***

[3]
A single C13H26O3Si molecule, computed with the ωB97M-V functional and the def2-TZVPD basis.

Each line ends with the Löwdin charge.
Cartesian coordinates (Å):
Si (-1.4677, -1.2501, -1.7307)  0.39
O (-0.0367, -1.0394, -0.8982)  -0.13
O (-2.2282, -2.7129, -1.2590)  -0.23
O (-2.6354, -0.0471, -1.5431)  -0.25
C (0.0812, 1.4066, 1.6010)  -0.20
C (2.6398, 1.7376, 2.2683)  -0.03
C (1.6801, 0.0717, 0.4246)  -0.31
C (-1.1328, -1.2569, -3.6118)  -0.12
C (0.4519, 0.2184, -0.5454)  -0.31
C (1.2023, -0.8043, 1.6704)  -0.09
C (1.5675, 1.5492, 1.1697)  -0.45
C (-2.4375, -2.8536, 0.1574)  -0.12
C (3.1187, -0.3178, -0.0423)  -0.02
C (-3.9914, -0.2645, -1.5702)  -0.15
C (-0.6169, 1.1292, 0.1661)  -0.06
C (0.0910, 0.0779, 2.4492)  -0.10
C (1.8541, 2.6307, 0.1381)  -0.06
H (-0.4856, -2.0920, -3.9717)  0.04
H (-2.5548, -3.8782, 0.3640)  0.06
H (3.6289, 1.4785, 1.9368)  0.07
H (3.8321, -0.5366, 0.7609)  0.08
H (2.0776, -1.1747, 2.3029)  0.12
H (2.6689, 2.8019, 2.5071)  0.08
H (-0.5115, -0.3472, -3.8212)  0.04
H (1.3491, 3.5740, 0.3816)  0.09
H (3.5131, 0.3620, -0.8100)  0.08
H (2.9228, 2.9400, 0.1381)  0.09
H (-1.4663, -2.5127, 0.5845)  0.08
H (-0.4518, 2.2621, 2.0377)  0.14
H (1.6270, 2.2418, -0.9012)  0.09
H (-4.3855, -0.2358, -0.6024)  0.06
H (0.3285, 0.3792, 3.4757)  0.10
H (-2.0862, -1.4076, -4.1638)  0.04
H (0.7874, -1.7497, 1.1953)  0.11
H (0.8208, 0.6045, -1.4636)  0.12
H (-3.3605, -2.4286, 0.5506)  0.08
H (-4.0924, -1.3144, -1.9745)  0.10
H (-0.8261, -0.4414, 2.3938)  0.08
H (-1.6394, 0.7435, 0.2490)  0.10
H (-4.4116, 0.4960, -2.2196)  0.09
H (-0.8118, 2.1084, -0.3593)  0.13
H (2.3475, 1.1124, 3.1376)  0.08
H (3.0399, -1.2601, -0.5722)  0.07

**Energy above the lowest of the compared OMol25 structures with the same formula, charge and spin**: 10.0 kJ/mol
**HOMO-LUMO gap**: 0.386 hartree
**SMILES**: CO[Si](C)(OC)O[C@H]1C[C@H]2CC[C@]1(C)C2(C)C
**Charge**: 0

***

[4]
A 2-piece molecular cluster, C13H27BClINO2PS2 overall, computed with the ωB97M-V functional and the def2-TZVPD basis.

Each line ends with the Löwdin charge.
Cartesian coordinates (Å):
I (-3.0362, 1.9818, 3.5887)  -0.36
Cl (0.8925, -2.3657, -1.7261)  0.64
S (1.7160, -0.8738, 2.9326)  0.91
S (3.6299, -2.0077, 0.9005)  0.72
P (-1.5068, -1.0193, -0.6812)  1.11
O (-2.8532, 0.9794, -2.1962)  0.13
O (3.6355, 3.1534, 0.1844)  -0.12
N (2.8510, 0.5564, 1.0324)  -0.21
C (-2.2676, -2.6018, -3.2751)  -0.12
C (3.5069, 1.5186, 1.9431)  -0.14
C (-0.4934, -0.8668, 0.8154)  -0.35
C (-2.9331, 1.3036, 0.4258)  -0.34
C (-0.4936, -2.1445, 1.6791)  -0.27
C (3.4847, 0.7247, -0.2769)  -0.20
C (-4.2578, 2.0759, 0.5200)  -0.19
C (-0.4073, -1.2063, -2.1356)  -0.80
C (0.7819, -2.3636, 2.5244)  -0.47
C (-1.1124, -1.6184, -3.4364)  -0.31
C (3.2620, 2.1597, -0.7495)  -0.19
C (2.8036, -0.7486, 1.5126)  -1.09
C (3.1113, 2.9031, 1.4747)  -0.18
B (-2.6067, 0.6360, -0.9088)  -0.52
H (1.4672, -3.0766, 2.0713)  0.04
H (-0.6315, -3.0276, 1.0526)  0.09
H (-0.9201, -0.0432, 1.3914)  0.07
H (-2.5695, -2.9703, -4.2537)  0.08
H (0.0332, -0.2174, -2.2694)  0.09
H (-4.6510, 2.3522, -0.4667)  0.06
H (-3.7627, 1.2480, -2.3539)  0.12
H (-3.1436, -2.1211, -2.8365)  0.06
H (-1.4832, -0.7059, -3.9046)  0.11
H (3.4880, 3.6578, 2.1617)  0.13
H (-4.9936, 1.4944, 1.0672)  0.06
H (3.8882, 2.3230, -1.6269)  0.13
H (2.2196, 2.2949, -1.0709)  0.12
H (4.5885, 1.4005, 1.8047)  0.14
H (0.5039, -0.5889, 0.4792)  0.05
H (-2.3077, -2.1609, -0.5994)  0.06
H (-1.3389, -2.0695, 2.3627)  0.12
H (-2.9339, 0.5174, 1.1813)  0.00
H (-0.3601, -2.0570, -4.0898)  0.10
H (-1.9801, -3.4615, -2.6681)  0.08
H (0.4979, -2.7806, 3.4897)  0.08
H (-4.0936, 2.9815, 1.0941)  0.01
H (-2.0858, 1.9760, 0.6253)  0.10
H (2.0165, 2.9618, 1.4578)  0.13
H (3.2571, 1.3451, 2.9874)  0.11
H (3.0306, 0.0420, -0.9944)  0.10
H (4.5576, 0.5096, -0.2402)  0.12

**HOMO-LUMO gap**: 0.198 hartree
**Charge**: 0

***

[5]
A 3-piece molecular cluster, C13H27BrFNO6S overall, computed with the ωB97M-V functional and the def2-TZVPD basis.

Each line ends with the Löwdin charge.
Cartesian coordinates (Å):
Br (1.0912, 2.1923, 5.1534)  0.71
S (-0.0300, 3.7887, 0.7365)  0.61
F (-1.0082, 2.5951, 0.4767)  -0.12
O (-3.4957, -3.4759, -2.0103)  -0.19
O (3.5492, -0.4248, -2.3453)  -0.19
O (2.6251, -0.8441, 0.4103)  -0.18
O (-0.5929, -2.9949, -2.0837)  -0.20
O (1.2313, 3.2421, 1.0691)  -0.23
O (-0.1700, 4.6858, -0.3410)  -0.20
N (-0.6697, 4.4616, 2.1090)  -0.17
C (1.5423, 0.0256, 0.1412)  -0.11
C (-0.8032, -1.9961, -3.0668)  -0.10
C (-1.5977, 2.0521, 4.1356)  -0.12
C (-2.5997, -3.7763, -0.9549)  -0.21
C (-2.0310, 4.5802, 2.0820)  -0.22
C (-0.0798, 4.0083, 3.4037)  -0.24
C (-3.3572, -4.3250, -3.1342)  -0.11
C (2.7723, -1.8721, -0.5561)  -0.20
C (-0.1980, 2.5147, 3.7056)  -0.71
C (3.8641, -1.5587, -1.5544)  -0.20
C (-1.4096, -2.8430, -0.9356)  -0.22
C (4.1848, 0.7649, -1.9153)  -0.11
C (-3.2204, 4.6680, 2.0451)  0.16
H (-2.2964, 2.8891, 4.1330)  0.06
H (1.5361, 0.3551, -0.9013)  0.09
H (-1.8665, -1.8476, -3.2682)  0.09
H (-2.2581, -4.8143, -1.0239)  0.13
H (-0.5952, 4.5660, 4.1871)  0.13
H (5.2484, 0.7544, -2.1778)  0.09
H (1.8256, -2.0461, -1.0798)  0.11
H (0.9619, 4.3176, 3.4157)  0.10
H (-0.3106, -2.3293, -3.9786)  0.09
H (3.7049, 1.5948, -2.4316)  0.09
H (-2.3118, -4.4317, -3.4330)  0.08
H (-3.1501, -3.6631, -0.0158)  0.13
H (1.6518, 0.8949, 0.7836)  0.06
H (-4.2757, 4.7535, 2.0181)  0.04
H (-3.9158, -3.8741, -3.9526)  0.09
H (3.0347, -2.7908, -0.0223)  0.13
H (-0.3575, -1.0446, -2.7559)  0.08
H (4.8171, -1.4126, -1.0351)  0.13
H (0.1799, 1.9040, 2.8915)  0.06
H (-1.5869, 1.6489, 5.1467)  0.05
H (-3.7748, -5.3164, -2.9269)  0.09
H (-1.7481, -1.8057, -0.8399)  0.12
H (-0.7934, -3.0795, -0.0616)  0.12
H (3.9745, -2.4098, -2.2333)  0.13
H (4.0827, 0.9109, -0.8376)  0.08
H (0.5883, -0.4690, 0.3678)  0.09
H (-1.9622, 1.2770, 3.4614)  0.08

**Energy above the lowest of the compared OMol25 structures with the same formula, charge and spin**: 0.0 kJ/mol
**HOMO-LUMO gap**: 0.354 hartree
**SMILES**: C#CN(C[C@H](C)Br)S(=O)(=O)F.COCCOC.COCCOC
**Charge**: 0

***

[6]
C13H27CeN8O6S2 as an isolated structure, computed with the ωB97M-V functional and the def2-TZVPD basis.

Each line ends with the Löwdin charge.
Cartesian coordinates (Å):
Ce (0.1941, 0.2067, -0.1551)  1.07
S (-2.2601, -0.8302, -1.3561)  0.66
S (3.3130, -3.2221, -1.3740)  0.65
O (-0.0533, 1.9730, 1.7196)  -0.26
O (2.2832, 1.6541, 0.3082)  -0.24
O (0.4982, 1.7506, -3.9307)  0.17
O (-0.7041, -0.6811, 2.1442)  -0.24
O (1.1943, 0.6075, -2.2233)  -0.11
O (1.8758, -0.3955, 1.7963)  -0.26
N (0.9914, -1.9457, -0.5006)  -0.10
N (-2.4374, 2.2387, -0.1863)  0.07
N (-0.3917, 2.0044, -1.8251)  0.04
N (-1.2097, -2.8963, -2.7957)  0.05
N (0.4515, 1.4855, -2.7714)  -0.36
N (-2.3228, 3.0771, -1.3051)  0.03
N (-1.4029, 3.5386, -3.3529)  0.25
N (-3.0212, -3.3954, -1.7036)  0.05
C (-1.3590, 2.8740, -2.2125)  -0.35
C (3.2658, -0.1287, 1.6372)  -0.13
C (-2.7274, -4.6457, -2.4191)  -0.09
C (-1.3559, -4.3324, -3.0647)  -0.08
C (1.5543, -1.3171, 2.8351)  -0.13
C (3.4035, 0.7470, 0.4087)  -0.10
C (0.8037, 3.1033, 1.4940)  -0.12
C (-0.1529, 1.5133, 3.0744)  -0.13
C (2.2360, 2.6793, 1.3030)  -0.13
C (-1.0805, 0.3245, 3.0906)  -0.12
C (1.9635, -2.5240, -0.8674)  -0.94
C (-2.1432, -2.4407, -1.9774)  -0.76
C (0.1208, -1.7580, 2.6327)  -0.12
H (0.0668, -2.5264, 1.8664)  0.13
H (4.3348, 1.3145, 0.4335)  0.15
H (-3.5008, -4.8563, -3.1548)  0.13
H (-2.6706, -5.4735, -1.7170)  0.12
H (2.6590, 2.3066, 2.2385)  0.14
H (-2.6058, 2.8015, 0.6379)  0.12
H (-0.5806, 2.3053, 3.6958)  0.15
H (-2.1837, 4.1396, -3.5657)  0.15
H (-0.3054, -2.1506, 3.5574)  0.15
H (-1.3496, -4.5232, -4.1341)  0.13
H (0.7278, 3.8032, 2.3288)  0.15
H (-3.0833, 3.7026, -1.5294)  0.17
H (-0.5443, -4.8865, -2.5966)  0.13
H (-3.8497, -3.2043, -1.1676)  0.15
H (2.8262, 3.5398, 0.9773)  0.16
H (0.4232, 3.5971, 0.5986)  0.14
H (-2.0943, 0.6260, 2.8254)  0.14
H (3.6444, 0.3415, 2.5495)  0.14
H (-1.1089, -0.0906, 4.1011)  0.15
H (1.7216, -0.8267, 3.7997)  0.14
H (2.2056, -2.1938, 2.7812)  0.15
H (3.8208, -1.0565, 1.4710)  0.15
H (-3.2259, 1.6144, -0.3370)  0.08
H (-0.7125, 3.3725, -4.0648)  0.12
H (0.8403, 1.2651, 3.4518)  0.13
H (-0.3771, -2.3587, -2.9638)  0.14
H (3.3950, 0.1527, -0.5061)  0.13

**Spin multiplicity**: 2
**Energy above the lowest of the compared OMol25 structures with the same formula, charge and spin**: 0.0 kJ/mol
**HOMO-LUMO gap (spin up / spin down)**: 0.259 / 0.260 hartree
**<S²>**: 0.75
**Charge**: +2

***

Max |F| (hartree/bohr)
0.0141; 0.0223; 0.0756; 0.0275; 0.0200; 0.0404
Molar mass (g mol⁻¹)
274.36; 356.42; 258.43; 497.64; 424.33; 595.66